<A>
One molecule with the formula C7H8N4O2S2. Source: OMol25; level of theory: wB97M-V/def2-TZVPD.

```
! RIJCOSX wB97M-V def2-TZVPD def2/J DEFGRID3
* xyz 0 1
O 4.534 -0.197 0.249
C 3.377 -0.482 0.148
O 3.069 -1.408 -0.682
C 2.268 0.282 0.931
C 0.990 0.343 0.171
N 0.609 -0.582 -0.674
C -0.553 -0.696 -1.554
N -1.613 -1.481 -0.976
C -2.535 -0.683 -0.171
S -3.516 -1.365 1.110
C -2.117 0.623 -0.305
N -1.925 1.778 0.509
C -0.613 2.153 0.803
N 0.509 1.605 0.566
S -1.279 0.952 -1.906
H 2.003 -1.318 -0.712
H 2.029 -0.180 1.914
H 2.720 1.238 1.125
H -0.079 -1.309 -2.327
H -2.001 -2.402 -1.172
H -2.799 -2.484 1.281
H -2.646 2.454 0.365
H -0.433 3.160 1.304
*
```

Values from the calculation:
- Orbital gap: 8.400 eV
- LUMO energy: -0.005 hartree
- Molecular weight: 244.3 g/mol
- Highest occupied orbital energy: -8.55 eV

=====

<B>
One molecule with the formula C7H8N4O2S2. Source: OMol25; level of theory: wB97M-V/def2-TZVPD.

```
! RIJCOSX wB97M-V def2-TZVPD def2/J DEFGRID3
* xyz 0 1
S -0.626 2.870 0.310
C -0.965 1.338 0.722
N -0.643 0.664 1.862
N -1.071 -0.618 1.794
C -1.651 -0.724 0.655
C -2.261 -1.937 0.064
C -1.197 -2.918 -0.453
C -0.461 -2.408 -1.697
C 0.371 -1.216 -1.414
N 0.472 -0.154 -2.125
N 1.340 0.643 -1.458
C 1.746 0.048 -0.302
S 2.721 0.622 0.860
O 1.135 -1.168 -0.288
O -1.634 0.440 -0.050
H -0.072 0.994 2.622
H -2.848 -2.434 0.837
H -2.917 -1.629 -0.751
H -1.691 -3.855 -0.708
H -0.477 -3.113 0.344
H -1.159 -2.143 -2.492
H 0.194 -3.203 -2.065
H 1.518 1.591 -1.747
*
```

Values from the calculation:
- Orbital gap: 8.957 eV
- LUMO energy: 0.020 hartree
- Molecular weight: 244.3 g/mol
- Highest occupied orbital energy: -8.42 eV

=====

<B> (2.614 eV below the next structure)

=====

<A>
A 3-piece molecular cluster, C4H12NS overall. Source: OMol25; level of theory: wB97M-V/def2-TZVPD.

```
! RIJCOSX wB97M-V def2-TZVPD def2/J DEFGRID3
* xyz 1 1
C -2.517 0.069 -1.435
C -2.382 0.270 0.042
C -3.332 0.764 0.820
C 0.892 0.097 0.136
S 0.491 -1.299 -0.684
N 4.991 -0.141 1.097
H -2.416 -0.974 -1.745
H -1.731 0.577 -2.008
H -3.473 0.448 -1.788
H -1.436 -0.003 0.493
H -3.152 0.886 1.879
H -4.305 1.021 0.420
H 0.872 0.881 -0.623
H 1.909 0.008 0.537
H 0.363 -2.098 0.405
H 5.539 -0.984 1.037
H 4.132 -0.173 0.580
H 5.556 0.651 0.837
*
```

Values from the calculation:
- Orbital gap: 4.503 eV
- LUMO energy: -0.313 hartree
- Molecular weight: 106.2 g/mol
- Highest occupied orbital energy: -13.01 eV

=====

<B>
A 2-piece molecular cluster, C4H12NS overall. Source: OMol25; level of theory: wB97M-V/def2-TZVPD.

```
! RIJCOSX wB97M-V def2-TZVPD def2/J DEFGRID3
* xyz 1 1
C -0.677 0.582 -2.232
C -0.216 1.321 -0.979
S 1.056 0.420 -0.062
C 0.984 1.416 1.484
H -1.272 1.264 -2.835
H -1.367 -0.226 -1.965
H 0.145 0.127 -2.779
H -1.055 1.537 -0.312
H 0.190 2.300 -1.244
H 1.223 2.442 1.216
H -0.011 1.336 1.911
H 1.758 1.096 2.176
C -0.859 -2.614 1.350
N -1.182 -1.735 0.497
H 0.122 -2.545 1.800
H -1.577 -3.398 1.561
H -2.075 -1.770 0.012
H -0.523 -0.933 0.263
*
```

Values from the calculation:
- Orbital gap: 7.897 eV
- LUMO energy: -0.185 hartree
- Molecular weight: 106.2 g/mol
- Highest occupied orbital energy: -12.94 eV

=====

<B> (4.365 eV below the next structure)

=====

<A>
An isolated ion of composition C4H12NS and charge +1. Source: OMol25; level of theory: wB97M-V/def2-TZVPD.

```
! RIJCOSX wB97M-V def2-TZVPD def2/J DEFGRID3
* xyz 1 1
C 1.031 -3.124 -0.100
S 0.202 -1.812 0.859
C -0.569 -0.621 -0.460
C 0.205 0.741 -0.757
C 0.331 1.651 0.415
N -1.029 2.245 0.746
H 1.676 -3.511 0.758
H 1.460 -2.644 -0.959
H 0.403 -3.870 -0.543
H -0.783 -1.014 -1.314
H -1.573 -0.438 -0.156
H 1.238 0.499 -1.162
H -0.268 1.285 -1.556
H 0.606 1.072 1.333
H 1.079 2.390 0.318
H -1.336 3.146 0.284
H -1.790 1.486 0.510
H -0.883 2.520 1.783
*
```

Values from the calculation:
- Orbital gap: 8.237 eV
- LUMO energy: -0.142 hartree
- Molecular weight: 106.2 g/mol
- Highest occupied orbital energy: -12.09 eV

=====

<B>
A 3-piece molecular cluster, C4H12NS overall. Source: OMol25; level of theory: wB97M-V/def2-TZVPD.

```
! RIJCOSX wB97M-V def2-TZVPD def2/J DEFGRID3
* xyz 1 1
C -2.169 2.034 -0.513
C -1.081 1.967 0.498
C -0.902 2.612 1.634
C 0.471 -1.076 -0.227
S -1.061 -1.131 -0.984
N 3.276 -3.191 0.043
H -1.913 1.920 -1.572
H -2.853 1.188 -0.326
H -2.792 2.934 -0.500
H -0.394 1.077 0.284
H -0.031 2.421 2.246
H -1.618 3.347 1.990
H 0.329 -1.735 0.651
H 1.167 -1.409 -0.989
H -0.714 -1.680 -2.153
H 3.609 -3.660 -0.778
H 2.727 -2.375 -0.090
H 3.950 -3.245 0.787
*
```

Values from the calculation:
- Orbital gap: 4.629 eV
- LUMO energy: -0.310 hartree
- Molecular weight: 106.2 g/mol
- Highest occupied orbital energy: -13.06 eV

=====

<A> (3.890 eV below the next structure)

=====

<A>
A 2-piece molecular cluster, CH3NO2S2 overall. Source: OMol25; level of theory: wB97M-V/def2-TZVPD.

```
! RIJCOSX wB97M-V def2-TZVPD def2/J DEFGRID3
* xyz 0 1
C -0.025 0.182 0.015
N -3.757 -0.239 0.044
O -3.133 -0.828 0.869
O -2.523 1.086 -0.510
S -5.158 -0.075 -0.518
S -1.505 1.076 0.593
H -0.217 -0.881 -0.040
H 0.285 0.578 -0.943
H 0.725 0.393 0.770
*
```

Values from the calculation:
- Orbital gap (alpha / beta): 7.315 / 7.374 eV
- LUMO energy (alpha / beta): -0.032 / -0.030 hartree
- Molecular weight: 125.2 g/mol
- Highest occupied orbital energy (alpha / beta): -8.17 / -8.19 eV

=====

<B>
A 2-piece molecular cluster, CH3NO2S2 overall. Source: OMol25; level of theory: wB97M-V/def2-TZVPD.

```
! RIJCOSX wB97M-V def2-TZVPD def2/J DEFGRID3
* xyz 0 1
O -2.862 -0.274 0.472
N -1.966 0.498 0.310
O -0.971 0.192 -0.645
H -0.428 0.951 -0.500
S 0.534 -0.201 2.178
C 1.846 -0.728 1.496
S 1.981 -0.928 -0.215
H 2.870 -0.901 2.008
H 0.755 -0.518 -0.641
*
```

Values from the calculation:
- Orbital gap: 8.555 eV
- LUMO energy: -0.015 hartree
- Molecular weight: 125.2 g/mol
- Highest occupied orbital energy: -8.96 eV

=====

<B> (0.668 eV below the next structure)

=====

<A>
CH3NO2S2 as an isolated structure. Source: OMol25; level of theory: wB97M-V/def2-TZVPD.

```
! RIJCOSX wB97M-V def2-TZVPD def2/J DEFGRID3
* xyz 0 1
C 0.834 0.804 -0.265
N -0.708 -0.981 0.246
O -1.930 0.428 -1.517
O 0.684 -0.101 2.239
S -0.727 -0.335 -1.345
S 0.871 -0.603 0.897
H 1.723 0.982 -0.842
H 0.371 1.689 0.147
H -1.118 -1.884 0.441
*
```

Values from the calculation:
- Orbital gap: 9.000 eV
- LUMO energy: -0.013 hartree
- Molecular weight: 125.2 g/mol
- Highest occupied orbital energy: -9.35 eV

=====

<B>
CH3NO2S2 as an isolated structure. Source: OMol25; level of theory: wB97M-V/def2-TZVPD.

```
! RIJCOSX wB97M-V def2-TZVPD def2/J DEFGRID3
* xyz 0 1
C 0.715 0.621 -0.885
N -0.320 1.586 0.862
O 0.541 -0.753 1.148
O -1.551 -0.472 -0.120
S 1.913 1.495 -1.214
S -0.403 0.072 0.502
H 0.435 -2.234 -0.237
H -0.149 -2.397 -0.763
H -1.181 2.082 0.707
*
```

Values from the calculation:
- Orbital gap (alpha / beta): 8.320 / 8.320 eV
- LUMO energy (alpha / beta): -0.069 / -0.069 hartree
- Molecular weight: 125.2 g/mol
- Highest occupied orbital energy (alpha / beta): -10.19 / -10.19 eV

=====

<A> (2.589 eV below the next structure)

=====

<A>
One molecule with the formula C11H8N2O. Source: OMol25; level of theory: wB97M-V/def2-TZVPD.

```
! RIJCOSX wB97M-V def2-TZVPD def2/J DEFGRID3
* xyz 0 1
C 1.950 0.837 -0.839
C 0.982 0.488 0.333
C 1.105 1.402 1.445
N 1.110 2.034 2.388
C 1.500 -1.095 1.061
O 0.805 -2.048 1.020
C 2.929 -1.129 1.337
N 4.057 -1.183 1.516
C -0.411 0.168 -0.123
C -1.439 0.593 0.710
C -2.764 0.311 0.448
C -2.984 -0.329 -0.749
C -2.027 -0.793 -1.641
C -0.718 -0.687 -1.167
H 2.024 1.881 -0.991
H 1.685 0.316 -1.669
H 2.987 0.551 -0.424
H -1.148 1.336 1.448
H -3.567 0.261 1.261
H -4.073 -0.504 -1.102
H -2.193 -1.251 -2.639
H 0.191 -1.158 -1.623
*
```

Values from the calculation:
- Orbital gap: 8.836 eV
- LUMO energy: -0.032 hartree
- Molecular weight: 184.2 g/mol
- Highest occupied orbital energy: -9.70 eV

=====

<B>
One molecule with the formula C11H8N2O. Source: OMol25; level of theory: wB97M-V/def2-TZVPD.

```
! RIJCOSX wB97M-V def2-TZVPD def2/J DEFGRID3
* xyz 0 1
O -1.668 -1.901 1.580
C -1.509 -1.389 0.512
C -1.857 -0.910 -0.858
C -2.928 0.283 -0.791
N -2.243 1.418 -0.323
C -1.101 1.147 0.148
C -0.220 2.027 0.851
C 1.120 1.724 0.940
C 1.681 0.553 0.225
N 2.943 0.088 0.214
C 2.942 -1.208 -0.205
C 1.675 -1.595 -0.485
C 0.833 -0.455 -0.231
C -0.599 -0.266 -0.151
H -1.673 -1.667 -1.580
H -3.308 0.330 -1.863
H -3.821 0.164 -0.146
H -0.566 2.824 1.323
H 1.650 2.427 1.509
H 3.629 0.794 0.373
H 3.788 -1.792 -0.228
H 1.232 -2.597 -0.814
*
```

Values from the calculation:
- Orbital gap: 7.724 eV
- LUMO energy: 0.011 hartree
- Molecular weight: 184.2 g/mol
- Highest occupied orbital energy: -7.41 eV

=====

<A> (0.408 eV below the next structure)

=====

<A>
One molecule with the formula C23H34N4O3. Source: OMol25; level of theory: wB97M-V/def2-TZVPD.

```
! RIJCOSX wB97M-V def2-TZVPD def2/J DEFGRID3
* xyz 0 1
C 0.168 5.207 4.257
O 0.785 5.017 3.012
C 1.031 3.730 2.603
C 0.696 2.585 3.310
C 0.999 1.332 2.803
C 1.633 1.174 1.570
N 1.867 -0.070 1.004
C 3.120 -0.358 0.343
C 2.890 -1.376 -0.774
N 2.367 -2.590 -0.177
C 2.385 -3.757 -1.025
C 1.639 -3.689 -2.378
N 0.200 -3.628 -2.246
C -0.492 -2.490 -2.451
O 0.025 -1.476 -2.877
C -1.992 -2.576 -2.134
C -2.281 -3.066 -0.713
C -2.201 -1.784 0.116
O -2.022 -1.716 1.313
N -2.372 -0.749 -0.727
C -2.185 0.625 -0.326
C -3.382 1.525 -0.683
C -2.752 2.860 -1.070
C -1.495 2.438 -1.827
C -0.952 1.278 -0.993
C -2.577 -1.159 -2.100
C 1.104 -2.297 0.470
C 1.301 -1.266 1.581
C 1.958 2.342 0.865
C 1.670 3.588 1.372
H -0.832 4.759 4.287
H 0.080 6.286 4.383
H 0.771 4.797 5.075
H 0.204 2.645 4.268
H 0.736 0.470 3.395
H 3.551 0.552 -0.068
H 3.836 -0.790 1.063
H 3.838 -1.604 -1.267
H 2.193 -0.944 -1.509
H 3.434 -3.974 -1.252
H 1.987 -4.593 -0.441
H 1.941 -2.796 -2.928
H 1.902 -4.574 -2.965
H -0.264 -4.436 -1.865
H -2.462 -3.200 -2.899
H -3.295 -3.467 -0.638
H -1.591 -3.812 -0.323
H -2.047 0.582 0.759
H -4.086 1.613 0.142
H -3.912 1.109 -1.541
H -3.420 3.478 -1.668
H -2.472 3.414 -0.174
H -0.773 3.248 -1.919
H -1.763 2.101 -2.830
H -0.398 0.559 -1.594
H -0.282 1.654 -0.222
H -3.646 -1.170 -2.347
H -2.051 -0.494 -2.788
H 0.696 -3.213 0.902
H 0.373 -1.872 -0.232
H 0.318 -1.052 2.000
H 1.953 -1.688 2.363
H 2.424 2.275 -0.106
H 1.923 4.480 0.819
*
```

Values from the calculation:
- Orbital gap: 7.765 eV
- LUMO energy: 0.024 hartree
- Molecular weight: 414.6 g/mol
- Highest occupied orbital energy: -7.12 eV

=====

<B>
One molecule with the formula C23H34N4O3. Source: OMol25; level of theory: wB97M-V/def2-TZVPD.

```
! RIJCOSX wB97M-V def2-TZVPD def2/J DEFGRID3
* xyz 0 1
C 9.386 0.676 -2.386
C 8.124 0.930 -1.570
C 6.896 0.295 -2.217
C 5.631 0.543 -1.400
C 4.416 -0.115 -2.051
N 3.208 0.106 -1.265
C 2.448 1.213 -1.586
O 2.728 1.975 -2.482
N 1.320 1.399 -0.825
C 0.934 0.595 0.220
C -0.224 0.854 0.949
C -0.572 0.026 2.006
C -1.808 0.259 2.821
O -1.852 0.027 4.013
N -2.844 0.769 2.116
C -4.187 0.812 2.642
C -5.024 -0.312 2.002
N -4.777 -0.344 0.570
C -5.706 0.475 -0.195
C -7.117 -0.121 -0.335
C -5.096 0.807 -1.574
C -4.005 -0.193 -1.952
C -4.433 -1.588 -1.518
C -4.482 -1.664 0.017
C -3.121 -2.157 0.524
C 0.242 -1.057 2.345
C 1.377 -1.326 1.615
C 1.732 -0.507 0.543
C 2.945 -0.787 -0.234
O 3.680 -1.727 -0.022
H 9.571 -0.392 -2.478
H 10.249 1.134 -1.909
H 9.284 1.093 -3.385
H 8.253 0.522 -0.565
H 7.965 2.006 -1.473
H 6.763 0.705 -3.221
H 7.056 -0.781 -2.314
H 5.757 0.135 -0.395
H 5.451 1.617 -1.316
H 4.566 -1.195 -2.118
H 4.244 0.304 -3.044
H 0.767 2.212 -1.058
H -0.825 1.717 0.701
H -2.833 0.695 1.107
H -4.135 0.689 3.724
H -4.621 1.789 2.409
H -4.731 -1.264 2.446
H -6.082 -0.149 2.245
H -5.810 1.409 0.370
H -7.778 0.612 -0.791
H -7.524 -0.380 0.641
H -7.116 -1.015 -0.951
H -4.681 1.816 -1.570
H -5.886 0.780 -2.326
H -3.069 0.065 -1.453
H -3.828 -0.163 -3.028
H -3.732 -2.336 -1.890
H -5.408 -1.811 -1.954
H -5.247 -2.402 0.323
H -2.960 -3.179 0.192
H -3.054 -2.143 1.608
H -2.319 -1.537 0.128
H -0.041 -1.670 3.186
H 2.018 -2.162 1.849
*
```

Values from the calculation:
- Orbital gap: 8.702 eV
- LUMO energy: 0.000 hartree
- Molecular weight: 414.6 g/mol
- Highest occupied orbital energy: -8.70 eV

=====

<B> (1.918 eV below the next structure)

=====

<A>
A 2-piece molecular cluster, C4H14NS2 overall. Source: OMol25; level of theory: wB97M-V/def2-TZVPD.

```
! RIJCOSX wB97M-V def2-TZVPD def2/J DEFGRID3
* xyz 1 1
C -1.934 -0.798 0.224
C -2.023 -1.036 -1.270
S -1.335 0.377 -2.169
N -2.851 -1.693 1.011
H -2.245 0.214 0.502
H -0.908 -1.013 0.618
H -3.029 -1.293 -1.554
H -1.405 -1.972 -1.601
H -1.897 0.084 -3.366
H -2.793 -1.585 2.006
H -2.761 -2.684 0.859
H -3.793 -1.453 0.722
C 1.555 -0.409 1.314
S 3.095 0.583 0.941
C 2.434 2.281 0.954
H 1.193 -1.035 0.448
H 0.686 0.250 1.589
H 1.825 -1.041 2.166
H 2.617 2.841 0.030
H 1.368 2.053 0.956
H 2.754 2.888 1.877
*
```

Values from the calculation:
- Orbital gap: 7.002 eV
- LUMO energy: -0.148 hartree
- Molecular weight: 140.3 g/mol
- Highest occupied orbital energy: -11.02 eV

=====

<B>
A 2-piece molecular cluster, C4H14NS2 overall. Source: OMol25; level of theory: wB97M-V/def2-TZVPD.

```
! RIJCOSX wB97M-V def2-TZVPD def2/J DEFGRID3
* xyz 1 1
C -2.156 0.855 -0.983
S -0.539 1.500 -1.694
C -0.245 0.353 -3.067
H -1.982 -0.196 -0.660
H -2.936 0.935 -1.776
H -2.501 1.455 -0.118
H 0.634 0.475 -3.707
H -0.103 -0.636 -2.641
H -1.086 0.300 -3.757
C 0.402 -0.162 1.911
C 1.383 -1.218 1.472
S 1.474 -2.666 2.655
N 0.701 1.086 1.114
H 0.564 0.146 2.924
H -0.642 -0.398 1.762
H 2.401 -0.803 1.442
H 1.104 -1.577 0.443
H 1.219 -3.619 1.763
H 0.279 1.887 1.585
H 0.350 1.074 0.086
H 1.678 1.210 1.246
*
```

Values from the calculation:
- Orbital gap: 9.626 eV
- LUMO energy: -0.118 hartree
- Molecular weight: 140.3 g/mol
- Highest occupied orbital energy: -12.84 eV

=====

<B> (0.902 eV below the next structure)